{
  "formula": "C38H58F3IN3O9PS3",
  "method": "wB97M-V/def2-TZVPD",
  "homo_lumo_gap_ha": 0.26779,
  "energy_ha": -4457.27171,
  "total_charge": 0,
  "largest_force_ev_per_a": 1.4,
  "smiles": "CCc1c([PH2]=S)c(CCCI)c2nc(S(=O)(=O)C(F)(F)F)c(COC(C)=O)nc2c1N=C=S.C1CCOC1.C1CCOC1.C1CCOC1.C1CCOC1.C1CCOC1",
  "species": ["H", "H", "H", "H", "C", "H", "P", "C", "O", "C", "N", "H", "H", "H", "H", "H", "C", "H", "H", "H", "H", "O", "H", "C", "C", "H", "H", "H", "H", "F", "C", "C", "C", "S", "H", "O", "S", "I", "H", "H", "N", "H", "H", "H", "H", "H", "H", "H", "H", "C", "H", "H", "C", "C", "O", "H", "C", "H", "H", "C", "F", "C", "O", "S", "C", "C", "H", "H", "C", "H", "C", "C", "C", "C", "H", "H", "C", "H", "F", "H", "H", "C", "H", "O", "C", "O", "C", "C", "O", "C", "H", "H", "H", "C", "C", "H", "H", "C", "H", "H", "N", "H", "C", "H", "H", "C", "C", "H", "H", "C", "C", "H", "C", "C", "O", "H"],
  "xyz": [[-3.232349, 1.431026, -4.055092], [1.547931, 6.647542, 7.510465], [-0.750133, -10.995126, -0.576109], [2.291470, -5.105247, 3.121981], [-1.091105, 1.539611, -0.715354], [0.388501, -9.525965, 1.419258], [-3.675444, -2.107026, -1.923667], [2.805657, 0.651439, -6.870912], [0.759164, 1.876259, 3.977134], [1.229391, 6.825736, -2.486383], [-0.152683, 0.286002, 1.088715], [1.499198, 3.674933, 8.177673], [1.436048, 3.872099, 2.064354], [1.431150, -6.942830, 5.078410], [-0.298972, 1.079904, -6.550806], [-4.275135, -1.750156, -3.132873], [0.581041, -6.256642, 5.079037], [-1.366331, -9.738181, 1.431405], [0.273551, 4.649240, 1.027783], [-5.642741, 0.010981, -3.482575], [1.526616, 8.243348, -0.847534], [4.171591, 4.032609, 0.540181], [0.282609, -4.125948, 5.194019], [0.485035, 0.597192, -7.137530], [0.461894, 1.397412, 1.389165], [3.525318, -0.160012, -6.758415], [-1.596144, -1.817616, 1.501831], [0.490940, 1.426939, -9.162749], [-1.886846, 6.335600, -2.310938], [2.504054, -0.303369, 4.475777], [2.487034, 0.967606, -8.330606], [1.044527, 3.883130, 1.053800], [1.288626, -4.759273, 3.394592], [-5.049114, -2.478087, -0.588038], [-1.476531, 7.765887, -3.279084], [2.774403, 1.981995, 2.609372], [0.358001, 3.403419, -3.942064], [0.115553, -2.653105, -2.875148], [-2.873191, -3.207270, -2.224715], [1.965350, -4.591084, 5.468006], [-0.432029, 2.677771, -0.394217], [3.794881, 2.278082, -1.547126], [0.835872, 4.858239, 5.449289], [-1.267346, -7.342801, 1.373229], [-0.600024, 7.101647, -0.437294], [0.232366, -4.625329, -1.004089], [-2.578811, -9.497830, -1.106233], [3.191670, 1.533127, -6.347280], [-1.160872, 8.661168, -1.051590], [-1.930122, 1.561218, -1.846329], [1.057524, 2.530251, -7.905103], [0.200750, -7.344069, 0.383242], [-0.256528, -6.459678, 3.826195], [-1.567625, -2.075382, 0.450135], [2.000881, 4.288943, 0.088985], [1.602912, 6.037464, -1.831789], [1.107248, 5.792817, 8.035397], [2.242389, 1.835614, -0.888056], [-0.037269, -3.503670, 0.954867], [-3.539462, 0.598211, -3.442333], [0.813436, -1.131626, 3.427570], [-2.578251, -0.718318, -1.439680], [-0.309840, 5.834260, 7.852743], [1.504769, 1.380999, 2.864666], [-0.526279, -9.336905, 0.858986], [0.566227, 4.256513, 6.320928], [0.015768, -6.416953, 5.995526], [0.453740, -9.778026, -1.012965], [-0.708401, 4.793898, 6.955449], [1.975165, 7.019278, -3.259580], [-0.393500, -3.746927, -1.099566], [3.221627, 2.226511, -0.626053], [-0.747241, -7.859529, 0.568635], [-0.989641, 3.041857, -3.268110], [-1.219621, 4.017361, 7.535137], [0.084607, -0.338167, -7.546665], [-2.658741, 0.487407, -2.220741], [3.741516, 1.557085, 0.048934], [2.738121, -0.914354, 2.425715], [2.613685, 4.513560, 7.093118], [1.141846, -3.757187, 2.989614], [-1.097282, 7.054403, -2.536791], [2.511423, 0.053171, -8.927473], [1.566162, 0.275606, -6.270483], [-5.024921, 0.769184, -3.010124], [-1.532746, -7.793024, -0.626343], [1.052179, 1.487817, -8.231830], [1.067508, -4.826246, 4.898532], [0.020045, 6.365102, -3.100390], [0.863390, 8.072194, -1.694094], [0.477741, 3.221443, 6.002893], [-5.380078, 1.733851, -3.358294], [0.612080, -2.170003, 0.036036], [-0.522399, -9.930696, -0.546860], [-1.737299, -0.796859, -0.367248], [3.184170, 1.679209, -8.770034], [-1.411542, -4.105320, -1.178377], [-0.979401, 0.347659, 0.014089], [-2.406475, -2.710328, 0.190342], [-5.115880, 0.744050, -1.930361], [-1.986826, 2.792436, -2.607589], [1.336085, 5.884611, 9.097865], [1.581569, 4.474874, 7.438037], [-0.275287, -7.499334, 3.497605], [-1.287763, -6.122766, 3.975456], [-0.245121, -2.829771, 0.118702], [-1.575537, -9.080907, -1.245551], [-1.391702, -8.973054, -2.315104], [-3.387138, -0.300092, -4.033221], [-0.579757, 7.773962, -1.298899], [3.183422, 3.571162, 0.051170], [0.897878, 8.954117, -2.338260], [1.892830, -0.382454, 3.298177], [0.321615, 2.596720, 0.667205], [0.333910, -5.646291, 2.801783], [-1.410130, 5.197381, 6.224410]],
  "atomic_forces_ev_per_a": [[0.1, 0.2, 0.0], [0.1, 0.0, 0.0], [0.0, 0.0, 0.0], [0.0, 0.1, 0.0], [-0.1, 0.4, -0.3], [0.0, 0.0, 0.0], [-0.9, 0.0, 1.2], [-0.1, 0.2, -0.1], [-0.6, -0.1, 0.0], [0.0, -0.1, 0.0], [0.0, 0.4, 0.0], [0.0, 0.0, 0.0], [0.3, -0.1, 0.0], [0.0, 0.0, 0.0], [0.0, 0.0, 0.0], [0.5, -0.1, -0.1], [0.1, -0.1, 0.0], [0.0, 0.0, 0.0], [0.0, 0.1, -0.1], [-0.2, -0.1, 0.2], [0.0, 0.0, 0.0], [-0.2, 0.2, -0.2], [0.0, 0.0, 0.0], [-0.2, -0.2, 0.0], [0.0, -0.9, 0.2], [0.0, 0.0, 0.0], [-0.1, -0.1, 0.2], [0.0, 0.0, 0.0], [0.0, 0.0, 0.0], [0.0, 0.0, 0.0], [0.0, -0.1, 0.0], [-0.8, 0.1, -0.3], [0.1, -0.1, -0.1], [0.1, 0.0, 0.0], [-0.1, 0.0, 0.0], [0.3, -0.2, -0.6], [-0.1, -0.1, -0.4], [0.0, -0.3, -0.2], [0.2, 0.1, -0.3], [0.0, 0.0, 0.0], [-0.1, -0.7, 0.5], [0.1, 0.2, -0.1], [0.0, 0.0, 0.0], [-0.1, 0.1, -0.1], [0.0, 0.0, 0.0], [0.3, 0.1, -0.3], [0.0, -0.1, 0.0], [0.1, 0.0, 0.0], [0.0, 0.0, 0.0], [-0.2, 1.1, -0.4], [0.0, 0.0, 0.0], [0.0, 0.0, 0.1], [-0.1, 0.1, -0.1], [0.8, 0.6, -1.0], [0.1, -0.3, -0.1], [0.1, -0.1, 0.1], [0.0, 0.1, -0.1], [-0.1, 0.0, 0.0], [-0.1, 0.1, 0.1], [-0.2, -0.3, 0.6], [-0.1, -0.2, -0.1], [-0.1, 0.4, -0.8], [0.0, 0.0, 0.0], [0.1, 0.5, 0.6], [-0.1, -0.1, 0.0], [0.0, 0.1, 0.0], [0.0, 0.0, 0.0], [0.0, 0.0, 0.0], [0.0, -0.1, 0.1], [-0.1, 0.0, 0.0], [0.2, 0.5, 0.4], [-0.5, 0.0, -0.1], [0.1, 0.1, -0.1], [0.1, 0.3, 0.7], [0.0, 0.0, -0.1], [0.0, 0.1, -0.1], [-0.3, -0.4, -0.4], [0.0, -0.2, 0.1], [-0.2, -0.1, -0.2], [0.0, 0.0, 0.0], [0.0, 0.0, 0.0], [0.0, 0.1, -0.1], [0.0, 0.0, 0.0], [0.2, -0.1, 0.2], [0.5, 0.1, -0.7], [0.0, -0.1, 0.0], [0.1, 0.1, 0.1], [-0.1, 0.2, 0.0], [0.0, 0.2, 0.1], [0.0, 0.1, -0.1], [0.0, 0.0, 0.0], [-0.1, 0.1, 0.1], [0.0, 0.2, -0.1], [0.1, 0.0, 0.0], [0.1, -0.9, 0.7], [0.0, 0.0, 0.0], [-0.1, 0.0, -0.2], [0.0, -0.3, 0.1], [-0.1, -0.3, 0.5], [-0.2, -0.2, 0.1], [0.5, -0.7, -0.2], [-0.1, 0.0, 0.0], [0.0, -0.1, 0.1], [0.0, 0.0, -0.1], [0.0, -0.1, 0.1], [-0.8, -0.6, 0.4], [-0.1, 0.0, 0.1], [0.0, 0.1, 0.0], [-0.1, 0.0, -0.2], [0.0, -0.1, 0.1], [0.8, 0.0, 0.5], [0.0, 0.0, 0.0], [0.1, -0.1, 0.0], [0.8, 1.1, 0.2], [0.0, 0.0, 0.2], [0.0, 0.1, 0.0]]
}

---

{
  "formula": "C7H9NO",
  "method": "wB97M-V/def2-TZVPD",
  "homo_lumo_gap_ha": 0.38484,
  "energy_ha": -401.95606,
  "total_charge": 0,
  "largest_force_ev_per_a": 1.2,
  "relative_energy_kcal_mol": 116.06,
  "smiles": "[H]/N=C(\\C)C#C.C#CCO",
  "species": ["H", "N", "H", "H", "C", "O", "C", "H", "C", "H", "C", "C", "H", "H", "C", "C", "H", "H"],
  "xyz": [[-2.496424, 2.652476, 0.341187], [0.532786, -1.232964, 1.055037], [3.443116, -1.018604, 0.153737], [2.680916, -1.364244, -1.402603], [-2.162314, -0.341664, -1.301893], [-1.740124, 2.294946, 0.845777], [-1.950434, 0.899396, 1.032567], [2.566616, -2.542624, -0.071873], [1.324616, -0.804924, 0.169907], [-2.834094, 0.715386, 1.656417], [0.904526, 1.541856, -0.923413], [-2.089044, 0.179706, -0.222743], [0.730066, 2.483896, -1.348833], [-1.058294, 0.525986, 1.545037], [1.071576, 0.466196, -0.417703], [2.573016, -1.483834, -0.327543], [-2.273364, -0.828304, -2.222043], [0.776866, -2.142674, 1.438987]],
  "atomic_forces_ev_per_a": [[0.5, -0.3, 0.4], [-0.5, 0.0, 0.5], [-0.1, 0.0, -0.2], [0.0, 0.0, -0.1], [-0.2, 0.3, 0.9], [-0.7, 0.3, -0.4], [0.2, 0.2, 0.4], [0.0, 0.0, 0.0], [0.5, -0.7, 0.0], [0.1, 0.0, 0.0], [0.2, -0.8, 0.4], [0.0, -0.2, -0.7], [-0.1, 0.6, -0.2], [-0.3, 0.0, 0.0], [-0.1, 1.1, -0.4], [0.2, -0.1, 0.3], [0.0, -0.3, -0.6], [0.3, -0.1, -0.2]]
}

---

{
  "formula": "C5H9FS",
  "method": "wB97M-V/def2-TZVPD",
  "homo_lumo_gap_ha": 0.35233,
  "energy_ha": -693.84657,
  "total_charge": 0,
  "largest_force_ev_per_a": 4.4,
  "relative_energy_kcal_mol": 76.36,
  "smiles": "C=CC(S)C=C.F",
  "species": ["H", "H", "H", "H", "C", "C", "H", "H", "S", "H", "C", "C", "H", "H", "C", "F"],
  "xyz": [[-0.079050, -2.113107, -2.293091], [-0.052731, 1.344488, -0.913734], [0.796163, -0.941277, 1.122484], [0.762264, -0.063658, 2.674717], [-0.377744, -0.988632, -1.996158], [-0.830850, 0.759836, -0.374550], [4.599708, 0.169781, 0.550457], [-3.261337, 0.444572, 0.097756], [-2.573235, 1.466054, -0.523182], [-0.889371, 1.725313, 1.637594], [-1.087692, -0.641994, -0.895375], [0.550233, -0.009706, 1.648766], [0.202644, -0.050854, -2.257240], [-1.470315, -1.355718, -0.249347], [-0.328513, 0.832857, 1.040796], [4.039825, -0.577956, 0.730107]],
  "atomic_forces_ev_per_a": [[-1.1, 3.0, 0.3], [-1.2, -0.3, -0.5], [0.4, 0.6, -0.1], [0.3, 0.7, 1.2], [1.1, -0.6, 1.2], [-1.5, -0.6, 0.6], [-0.9, -1.2, 0.3], [0.8, 0.6, -0.4], [0.2, 0.3, 0.4], [1.8, -2.1, -1.2], [3.9, 0.6, -2.1], [-2.3, -0.2, -2.5], [-0.3, -1.9, -1.0], [-1.3, -1.1, 1.2], [-0.7, 1.1, 3.1], [0.9, 1.1, -0.3]]
}

---

{
  "formula": "C3H2O3",
  "method": "wB97M-V/def2-TZVPD",
  "homo_lumo_gap_ha": [0.29368, 0.29370],
  "energy_ha": -341.10879,
  "total_charge": 0,
  "largest_force_ev_per_a": 1.4,
  "relative_energy_kcal_mol": 80.33,
  "species": ["O", "H", "C", "C", "C", "O", "H", "O"],
  "xyz": [[-2.098174, 0.430916, 1.019277], [1.036570, -1.440093, -0.911180], [1.000034, -0.452530, -0.426656], [-0.973533, 0.249471, 0.851824], [-0.011003, 0.397690, -0.907037], [-0.465857, 1.149958, -1.697952], [0.231319, -0.039076, 1.318728], [1.369725, -0.313815, 0.798100]],
  "atomic_forces_ev_per_a": [[1.2, -0.2, -0.2], [0.0, 0.1, 0.0], [-0.2, 0.0, 0.0], [-1.4, 0.2, 0.4], [0.0, 0.4, -0.8], [0.3, -0.5, 0.6], [0.3, 0.0, -0.1], [-0.2, 0.0, 0.1]]
}